Entry 1:
This record from the Open Molecules 2025 dataset describes one molecule with the formula C4H9N at a distorted geometry. The level of theory is ωB97M-V/def2-TZVPD.

Structure (SMILES): C1CCNC1
Energy relative to the best compared isomer or geometry (same formula, charge and spin): 59.0 kcal/mol
HOMO-LUMO gap: 10.364 eV
Total charge: 0

Bonds (Å) are listed after each position.
Positions of all 14 atoms, in Å:
1 C -1.081 0.779 -0.143  C2 1.550, C5 1.616, H6 1.137, H7 1.151
2 C 0.401 1.202 0.025  C1 1.550, C3 1.626, H8 1.171, H9 1.147
3 C 1.258 -0.177 0.113  C2 1.626, N4 1.413, H10 1.286, H11 1.182
4 N 0.345 -1.222 -0.151  C3 1.413, C5 1.471, H12 0.920
5 C -1.027 -0.804 0.175  C1 1.616, N4 1.471, H13 1.090, H14 1.104
6 H -1.302 1.281 -1.139  C1 1.137
7 H -1.412 1.488 0.701  C1 1.151
8 H 0.559 1.947 0.914  C2 1.171
9 H 0.991 1.867 -0.698  C2 1.147
10 H 1.992 -0.299 1.162  C3 1.286
11 H 2.051 -0.183 -0.764  C3 1.182
12 H 0.466 -1.120 -1.057  N4 0.920
13 H -1.828 -1.369 -0.303  C5 1.090
14 H -1.238 -1.059 1.227  C5 1.104


Entry 2:
This record from the Open Molecules 2025 dataset describes a 14-piece molecular cluster, C4H37NO14 overall at a distorted geometry. The level of theory is ωB97M-V/def2-TZVPD.

Energy relative to the best compared isomer or geometry (same formula, charge and spin): 44.2 kcal/mol
HOMO-LUMO gap: 9.778 eV
Total charge: 0

Bonds (Å) are listed after each position.
Positions of all 56 atoms, in Å:
1 C 0.744 -0.216 0.812  O2 1.445, C3 1.508, H7 1.094, H8 1.088
2 O 0.117 -1.090 1.778  C1 1.445, H9 0.976
3 C -0.344 0.306 -0.091  C1 1.508, C4 1.551, N6 1.466, H10 1.113
4 C 0.263 1.094 -1.281  C3 1.551, C5 1.513, H11 1.096, H12 1.087
5 C -0.777 1.442 -2.324  C4 1.513, H13 1.087, H14 1.100, H15 1.089
6 N -1.345 1.091 0.637  C3 1.466, H16 1.013, H17 1.012
7 H 1.270 0.559 1.378  C1 1.094
8 H 1.437 -0.917 0.352  C1 1.088
9 H -0.587 -0.738 2.356  O2 0.976
10 H -0.909 -0.518 -0.583  C3 1.113
11 H 0.795 1.942 -0.835  C4 1.096
12 H 1.045 0.441 -1.659  C4 1.087
13 H -0.371 1.826 -3.257  C5 1.087
14 H -1.443 2.192 -1.872  C5 1.100
15 H -1.468 0.630 -2.544  C5 1.089
16 H -1.127 2.080 0.665  N6 1.013
17 H -1.574 0.672 1.530  N6 1.012
18 H -3.289 3.303 1.122  O20 0.966
19 H -2.498 2.687 2.306  O20 0.960
20 O -3.201 3.301 2.084  H18 0.966, H19 0.960
21 H 2.561 3.428 -0.988  O23 0.966
22 H 1.628 4.269 -0.175  O23 0.968
23 O 2.573 4.090 -0.285  H21 0.966, H22 0.968
24 H -3.937 1.917 -1.607  O26 0.959
25 H -3.068 1.395 -0.419  O26 0.971
26 O -3.608 2.138 -0.734  H24 0.959, H25 0.971
27 H -1.448 -2.966 -1.182  O29 0.974
28 H -0.738 -2.896 -2.641  O29 0.976
29 O -1.554 -2.753 -2.126  H27 0.974, H28 0.976
30 H 5.000 2.613 1.387  O32 0.964
31 H 4.097 3.240 0.373  O32 0.977
32 O 4.768 2.535 0.455  H30 0.964, H31 0.977
33 H 2.164 -2.976 -2.253  O35 0.983
34 H 1.045 -3.280 -1.318  O35 0.965
35 O 1.200 -3.172 -2.265  H33 0.983, H34 0.965
36 H -2.605 -0.652 3.774  O38 0.956
37 H -2.769 -0.894 2.135  O38 0.991
38 O -2.248 -0.530 2.895  H36 0.956, H37 0.991
39 H -0.129 -2.522 0.751  O41 0.975
40 H -0.561 -4.000 0.878  O41 0.963
41 O -0.636 -3.228 0.308  H39 0.975, H40 0.963
42 H 4.243 -1.562 -1.099  O44 0.981
43 H 4.437 -2.826 -1.924  O44 0.964
44 O 3.749 -2.322 -1.474  H42 0.981, H43 0.964
45 H 5.064 0.861 -0.711  O47 0.974
46 H 6.178 0.024 -1.101  O47 0.967
47 O 5.255 -0.086 -0.832  H45 0.974, H46 0.967
48 H -4.304 -1.029 -1.748  O50 0.966
49 H -2.825 -1.155 -1.855  O50 0.974
50 O -3.501 -0.581 -1.451  H48 0.966, H49 0.974
51 H -2.709 -2.292 0.500  O53 0.969
52 H -3.556 -1.100 0.159  O53 0.973
53 O -3.398 -1.730 0.884  H51 0.969, H52 0.973
54 H 1.369 -1.183 4.877  O56 0.956
55 H 0.704 -0.409 3.642  O56 0.962
56 O 0.817 -0.455 4.596  H54 0.956, H55 0.962


Entry 3:
This record from the Open Molecules 2025 dataset describes a 2-piece molecular cluster, C4H12N2O2 overall at a distorted geometry. The level of theory is ωB97M-V/def2-TZVPD.

Structure (SMILES): CNCCNC=O.O
Energy relative to the best compared isomer or geometry (same formula, charge and spin): 46.8 kcal/mol
HOMO-LUMO gap: 9.850 eV
Total charge: 0

Bonds (Å) are listed after each position.
Positions of all 20 atoms, in Å:
1 C -0.571 1.159 -2.629  N2 1.431, H8 1.102, H9 1.088, H10 1.086
2 N 0.193 0.190 -1.905  C1 1.431, C3 1.510, H11 1.006
3 C 0.918 0.763 -0.712  N2 1.510, C4 1.528, H12 1.073, H13 1.155
4 C -0.004 1.058 0.471  C3 1.528, N5 1.472, H14 1.094, H15 1.075
5 N -0.178 -0.186 1.237  C4 1.472, C6 1.397, H16 1.000
6 C 0.521 -0.636 2.360  N5 1.397, O7 1.241, H17 1.087
7 O 1.508 -0.103 2.892  C6 1.241
8 H -0.781 0.649 -3.584  C1 1.102
9 H -1.457 1.393 -2.042  C1 1.088
10 H -0.017 2.084 -2.759  C1 1.086
11 H 0.780 -0.361 -2.508  N2 1.006
12 H 1.716 0.133 -0.370  C3 1.073
13 H 1.308 1.816 -0.986  C3 1.155
14 H -0.993 1.453 0.220  C4 1.094
15 H 0.452 1.816 1.083  C4 1.075
16 H -0.960 -0.668 0.841  N5 1.000
17 H -0.018 -1.412 2.897  C6 1.087
18 O -1.781 -1.995 -0.722  H19 0.893, H20 0.948
19 H -1.507 -1.369 -1.297  O18 0.893
20 H -1.621 -2.840 -1.123  O18 0.948


Entry 4:
This record from the Open Molecules 2025 dataset describes one molecule with the formula CH2Cl2S2 at a distorted geometry. The level of theory is ωB97M-V/def2-TZVPD.

Structure (SMILES): SSC(Cl)Cl
Energy relative to the best compared isomer or geometry (same formula, charge and spin): 6.5 kcal/mol
HOMO-LUMO gap: 9.602 eV
Total charge: 0

Bonds (Å) are listed after each position.
Positions of all 7 atoms, in Å:
1 S -1.564 -0.133 0.925  S2 2.023, H6 1.256
2 S -0.889 0.025 -0.975  S1 2.023, C3 2.070
3 C 1.113 -0.292 -0.559  S2 2.070, Cl4 1.764, Cl5 1.697, H7 1.033
4 Cl 1.527 -2.002 -0.425  C3 1.764
5 Cl 1.546 0.716 0.736  C3 1.697
6 H -1.805 1.095 1.039  S1 1.256
7 H 1.503 -0.010 -1.474  C3 1.033


Entry 5:
This record from the Open Molecules 2025 dataset describes a 2-piece molecular cluster, C3H8NO4PS overall at a distorted geometry. The level of theory is ωB97M-V/def2-TZVPD.

Energy relative to the best compared isomer or geometry (same formula, charge and spin): 63.0 kcal/mol
HOMO-LUMO gap: 8.689 eV
Total charge: 0

Bonds (Å) are listed after each position.
Positions of all 18 atoms, in Å:
1 C -0.088 1.027 -0.709  P9 1.794, H11 1.030
2 C -0.869 -1.377 0.291  C3 1.481, O5 1.262, O6 1.236
3 C -1.416 -0.011 0.462  C2 1.481, N4 1.441, H12 1.079
4 N -2.755 0.173 -0.040  C3 1.441, H14 0.994, H15 1.136
5 O -1.416 -2.185 -0.509  C2 1.262, H13 0.905
6 O 0.216 -1.611 0.834  C2 1.236
7 O 2.467 1.638 -0.529  P9 1.578, H16 0.972
8 O 1.567 0.619 1.487  P9 1.583, H17 0.932
9 P 1.500 0.471 -0.088  C1 1.794, O7 1.578, O8 1.583, S10 2.220
10 S 2.969 -1.151 -0.460  P9 2.220, H18 1.420
11 H -0.197 0.550 -1.615  C1 1.030
12 H -1.044 0.356 1.407  C3 1.079
13 H -2.215 -1.923 -0.844  O5 0.905
14 H -2.816 0.575 -0.946  N4 0.994
15 H -3.267 0.866 0.701  N4 1.136
16 H 1.993 2.469 -0.700  O7 0.972
17 H 1.233 -0.099 1.979  O8 0.932
18 H 4.137 -0.386 -0.720  S10 1.420


Entry 6:
This record from the Open Molecules 2025 dataset describes one molecule with the formula C6H12O at a distorted geometry. The level of theory is ωB97M-V/def2-TZVPD.

Structure (SMILES): CO[C@H]1CC[C@H]1C
Energy relative to the best compared isomer or geometry (same formula, charge and spin): 48.1 kcal/mol
HOMO-LUMO gap: 10.157 eV
Total charge: 0

Bonds (Å) are listed after each position.
Positions of all 19 atoms, in Å:
1 C 2.483 -0.844 0.015  O2 1.406, H8 1.096, H9 1.099, H10 1.096
2 O 1.428 -0.153 -0.607  C1 1.406, C3 1.398
3 C 0.487 0.490 0.203  O2 1.398, C4 1.520, C6 1.640, H11 1.069
4 C -0.258 1.534 -0.610  C3 1.520, C5 1.525, H12 1.093, H13 1.098
5 C -1.506 1.270 0.226  C4 1.525, C6 1.542, H14 1.090, H15 1.096
6 C -0.977 -0.127 0.607  C3 1.640, C5 1.542, C7 1.505, H16 1.112
7 C -1.282 -1.318 -0.261  C6 1.505, H17 1.092, H18 1.093, H19 1.097
8 H 2.114 -1.721 0.559  C1 1.096
9 H 3.046 -0.194 0.699  C1 1.099
10 H 3.157 -1.184 -0.780  C1 1.096
11 H 0.731 0.603 1.238  C3 1.069
12 H 0.099 2.557 -0.754  C4 1.093
13 H -0.373 1.075 -1.601  C4 1.098
14 H -2.474 1.340 -0.270  C5 1.090
15 H -1.497 1.928 1.102  C5 1.096
16 H -1.196 -0.364 1.671  C6 1.112
17 H -2.345 -1.453 -0.472  C7 1.092
18 H -0.728 -1.218 -1.198  C7 1.093
19 H -0.910 -2.224 0.233  C7 1.097